{
  "formula": "C19H18BF4N10O2ReS",
  "method": "ωB97M-V/def2-TZVPD",
  "multiplicity": 2,
  "e_tot_ha": -2333.630891,
  "orbital_gap_ha": [0.24794, 0.21707],
  "e_above_lowest_kj_mol": 289.1,
  "charge": 1,
  "lumo_ev": [-4.266, -5.107],
  "symbols": ["Re", "O", "N", "N", "O", "C", "C", "C", "C", "C", "C", "H", "H", "H", "H", "H", "N", "C", "N", "C", "N", "N", "C", "N", "C", "C", "C", "C", "C", "N", "H", "H", "H", "H", "H", "H", "H", "H", "C", "C", "C", "C", "N", "C", "S", "N", "H", "H", "H", "H", "H", "F", "B", "F", "F", "F"],
  "xyz": [[-0.24597, 0.18048, -2.31735], [-1.04476, -1.59905, -1.75339], [-0.20740, -2.55373, -1.43597], [0.99234, -2.19621, -1.33754], [1.36600, -0.95066, -1.55649], [1.98696, -3.11618, -0.87059], [2.73576, -2.75673, 0.24032], [3.69066, -3.63637, 0.71650], [3.89993, -4.84891, 0.07368], [3.16101, -5.17879, -1.05284], [2.19030, -4.31459, -1.53241], [2.55404, -1.81143, 0.73369], [4.26935, -3.37398, 1.59105], [4.64277, -5.53858, 0.45006], [3.34499, -6.11283, -1.56477], [1.61810, -4.55998, -2.41664], [1.43859, 1.21308, 0.32406], [0.33430, 1.92284, 0.16020], [0.07894, 2.91335, 0.99585], [-0.97345, 3.68440, 0.72780], [-1.25994, 4.67093, 1.56556], [-1.77432, 3.53098, -0.35823], [-1.51348, 2.50559, -1.10640], [-0.49742, 1.61580, -0.89133], [-2.33162, 2.21939, -2.28591], [-3.38729, 3.00871, -2.70097], [-4.10898, 2.61901, -3.81778], [-3.76730, 1.43614, -4.45458], [-2.68548, 0.70620, -3.99413], [-1.96414, 1.09580, -2.93949], [1.84280, 1.21627, 1.25683], [1.63821, 0.44021, -0.29688], [-0.66032, 4.83084, 2.35621], [-2.01088, 5.30544, 1.35699], [-3.61013, 3.91066, -2.15032], [-4.93513, 3.21634, -4.17650], [-4.31315, 1.08343, -5.31708], [-2.37895, -0.20861, -4.48097], [-1.38895, -0.94921, 6.51551], [-0.47037, -0.48767, 5.43125], [0.71132, 0.20701, 5.69451], [1.46377, 0.57206, 4.59557], [1.12525, 0.25614, 3.35092], [-0.01179, -0.42924, 3.18649], [-0.46826, -0.94184, 1.59913], [-0.80903, -0.77978, 4.18197], [-0.93178, -0.83549, 7.49571], [-1.65208, -1.99250, 6.34893], [-2.31361, -0.37128, 6.48404], [1.02312, 0.44020, 6.70111], [2.38753, 1.13041, 4.70129], [0.28741, -0.55622, -4.29758], [0.68130, 0.74200, -4.91527], [1.85689, 0.65551, -5.53321], [-0.37336, 1.21664, -5.62187], [0.76771, 1.55400, -3.65877]],
  "forces_ev_per_a": [[0.6115, -1.8137, 0.8231], [0.2468, 2.1118, -0.8560], [0.5091, -0.8509, 0.3440], [-0.4651, 0.6919, -0.1359], [-0.1400, -0.1546, -0.0525], [0.4935, -0.4202, 0.1643], [-0.1589, 0.1557, -0.0309], [0.0049, -0.0142, -0.0146], [-0.0229, 0.0057, -0.0306], [0.0381, -0.0565, 0.0610], [-0.1353, 0.1023, -0.1304], [0.0027, -0.0016, 0.0202], [0.0011, -0.0004, 0.0045], [0.0253, 0.0120, -0.0122], [-0.0363, -0.0088, -0.0069], [-0.0538, 0.0210, 0.0229], [0.1065, -0.1849, 0.3904], [0.0348, 0.2971, 0.0542], [0.0538, 0.0776, 0.2587], [0.2142, -0.4199, -0.0431], [-0.0054, 0.0295, -0.0666], [-0.3000, 0.1613, -0.1534], [-0.0819, 0.2222, 0.2514], [0.0987, -0.2860, -0.8017], [-0.1781, -0.0516, -0.2714], [0.1081, 0.0220, 0.1122], [-0.0300, -0.1279, -0.0019], [0.0384, 0.1023, 0.0794], [-0.2188, -0.0362, -0.0781], [-0.3977, 0.2873, -0.2891], [0.0265, 0.0841, -0.1329], [0.0303, -0.0390, 0.0876], [0.0009, 0.0113, 0.0150], [-0.0211, -0.0249, -0.0036], [-0.0356, -0.0096, 0.0159], [0.0041, 0.0236, 0.0091], [-0.0021, -0.0039, -0.0084], [0.0704, 0.0300, 0.0060], [-0.0100, 0.0256, -0.0395], [0.3908, 0.0782, 0.2625], [-0.1794, -0.0820, -0.2091], [0.0503, 0.0586, 0.1407], [-0.0979, -0.1710, -1.0347], [0.8206, 0.6264, 1.8648], [-0.2506, -0.1342, -0.4387], [-0.6432, -0.4209, -0.7692], [-0.0305, 0.0004, 0.0138], [-0.0070, -0.0025, 0.0223], [-0.0043, 0.0009, 0.0125], [-0.0053, 0.0371, 0.0099], [-0.0182, -0.0112, 0.0596], [-0.1321, 0.0715, 0.4601], [-0.1526, 0.2703, -0.4034], [0.0529, -0.0425, 0.1420], [0.0677, -0.0734, -0.0581], [-0.2883, -0.1750, 0.3648]],
  "lowdin_charge": [1.599, -0.252, 0.052, -0.194, -0.211, -0.184, -0.011, -0.053, -0.056, -0.053, 0.002, 0.100, 0.114, 0.114, 0.115, 0.124, 0.190, -0.453, 0.201, -0.404, 0.210, 0.207, -0.243, -0.007, -0.175, 0.028, -0.015, -0.004, -0.077, -0.067, 0.100, 0.056, 0.125, 0.125, 0.123, 0.122, 0.124, 0.130, -0.019, -0.316, 0.000, -0.117, 0.043, -0.816, 0.849, 0.097, 0.081, 0.089, 0.092, 0.114, 0.116, -0.011, -1.149, 0.253, 0.205, -0.015]
}